The following is a DFT calculation (wB97M-V/def2-TZVPD) of C24H40O4 in the gas phase.

* 2S+1: 1
* frontier orbital gap: 0.373 hartree
* structure (SMILES): C[C@H](CCC(=O)O)[C@H]1CC[C@H]2[C@@H]3CC[C@@H]4C[C@H](O)CC[C@]4(C)[C@H]3C[C@H](O)[C@]12C
* electronic energy: -33729.3556 eV
* LUMO: 0.023 Eh
* relative energy (zero: lowest compared OMol25 entry of this formula, charge and spin): 16.83 kJ/mol

Element x y z (Å)
1 C 1.70883 -3.83705 0.26131
2 C 2.25427 -2.98460 -0.88377
3 C 3.77979 -3.16518 -0.96430
4 C 4.18722 -4.51524 -1.57376
5 C 5.68800 -4.57737 -1.64790
6 O 6.36059 -4.26253 -2.59251
7 O 6.22673 -5.00487 -0.49668
8 C 1.93251 -1.49158 -0.70018
9 C 2.44444 -0.63465 -1.88536
10 C 1.45236 0.52689 -2.06946
11 C 0.58299 0.44853 -0.82004
12 C -0.73929 1.20976 -0.81275
13 C -0.51178 2.69781 -1.06641
14 C -1.83176 3.44882 -0.98714
15 C -2.53146 3.27818 0.36283
16 C -1.83695 4.06412 1.47523
17 C -2.73224 4.17860 2.71641
18 O -1.87231 4.16243 3.84070
19 C -3.74251 3.02198 2.76160
20 C -3.08474 1.73783 2.27082
21 C -2.70398 1.79373 0.76985
22 C -3.84980 1.19365 -0.05318
23 C -1.37695 1.01742 0.57113
24 C -1.52110 -0.47670 0.88489
25 C -0.18452 -1.23428 0.81813
26 O 0.72806 -0.76744 1.79330
27 C 0.44684 -1.06701 -0.57473
28 C -0.40252 -1.77528 -1.63208
29 H 0.63490 -3.97276 0.17736
30 H 1.92664 -3.36293 1.21495
31 H 2.16261 -4.82483 0.25737
32 H 1.82021 -3.33227 -1.82644
33 H 4.20199 -3.08007 0.03877
34 H 4.21622 -2.38114 -1.58175
35 H 3.78163 -4.60112 -2.58196
36 H 3.83270 -5.34045 -0.95802
37 H 7.19513 -4.99821 -0.55245
38 H 2.42675 -1.16160 0.21735
39 H 3.44146 -0.24934 -1.67611
40 H 2.50698 -1.23693 -2.79239
41 H 1.96635 1.48334 -2.15107
42 H 0.84601 0.39511 -2.96621
43 H 1.17726 0.83265 0.01629
44 H -1.40042 0.82397 -1.59334
45 H 0.18721 3.09185 -0.32698
46 H -0.07128 2.84328 -2.05412
47 H -2.49119 3.08687 -1.77930
48 H -1.66573 4.51367 -1.16638
49 H -3.53094 3.71310 0.24598
50 H -0.91722 3.56964 1.78467
51 H -1.57064 5.06105 1.12292
52 H -3.28549 5.13263 2.69875
53 H -2.39936 4.24216 4.64292
54 H -4.08783 2.88844 3.79088
55 H -4.61520 3.26440 2.15459
56 H -2.18855 1.58778 2.87594
57 H -3.75498 0.89536 2.45033
58 H -3.61405 1.18756 -1.11343
59 H -4.06802 0.17499 0.25603
60 H -4.75410 1.78266 0.08744
61 H -0.65963 1.42618 1.29237
62 H -2.20943 -0.94871 0.18674
63 H -1.93363 -0.60308 1.88955
64 H -0.40086 -2.29647 1.01411
65 H 0.26683 -0.71563 2.63691
66 H 0.11405 -1.79036 -2.58594
67 H -1.35927 -1.28401 -1.77760
68 H -0.59786 -2.80279 -1.33468

Let us look at the Mulliken charges, expressed in e, one per atom: -1.7048 0.7082 -1.1132 -0.2812 0.3763 -0.5779 -0.4502 -0.6927 -1.4782 -1.3194 -0.9705 0.4250 -1.0819 -1.6930 -0.2006 -1.1970 0.1975 -0.5654 -1.4355 -1.3401 1.5192 -1.9065 0.5550 -1.9826 -0.1177 -0.6251 1.4291 -2.0427 0.2491 0.2721 0.5644 0.3669 0.3349 0.4940 0.3512 0.3246 0.3430 0.7345 0.5194 0.3983 0.5550 0.2853 0.5789 0.1980 0.3163 0.5797 0.4079 0.5035 0.7448 0.2607 0.5069 0.2486 0.3876 0.5547 0.3529 0.5078 0.5781 0.3544 0.4273 0.5046 0.5968 0.4618 0.3934 0.4028 0.5114 0.4975 0.5326 0.3642

---

The following is a DFT calculation (wB97M-V/def2-TZVPD) of 3 unconnected molecules or ions with the total composition C24H41BBr5N3O6P in a non-equilibrium geometry.

* charge: +1
* 2S+1: 1
* frontier orbital gap: 0.306 hartree
* electronic energy: -402473.5788 eV
* LUMO: -0.108 Eh

Element x y z (Å)
1 C 4.39721 0.37880 -0.68785
2 B 3.37866 1.43482 -1.44931
3 O 3.95820 2.67050 -1.87049
4 C 1.85363 0.92509 -1.66640
5 O 1.21873 0.87961 -0.36203
6 C -0.06981 0.20751 -0.38299
7 C -1.03472 0.98148 0.67796
8 O -0.27256 1.49655 1.83098
9 C -1.17074 2.35001 2.57159
10 C -0.64093 3.65883 3.37076
11 O -2.41944 2.16090 2.61509
12 C -0.72388 -0.05053 -1.81869
13 C -0.31110 -1.58250 -2.25221
14 C -2.35419 -0.22331 -1.70244
15 C -2.76271 -1.45890 -0.70411
16 C -4.29992 -1.33236 -0.20386
17 C -4.52452 -0.23133 0.93695
18 N -4.78404 1.13089 0.32299
19 N -0.29380 0.86981 -2.94012
20 P -1.67133 1.77300 -3.71658
21 O -1.22552 2.73234 -4.82188
22 C 0.89656 1.79142 -2.61801
23 C 0.29855 3.13112 -1.99366
24 C 1.27678 4.06238 -1.14112
25 O 1.82633 5.03681 -1.72901
26 Br 1.70764 3.91132 0.77814
27 C 1.73988 2.02021 -3.99257
28 C 2.36830 0.76565 -4.68780
29 C 3.14172 1.16044 -5.94549
30 C 3.20828 2.61943 -6.35871
31 N 2.63055 3.79404 -5.80696
32 C 1.92513 3.38120 -4.64130
33 H 5.45345 0.45775 -1.15489
34 H 4.02484 -0.67568 -0.99750
35 H 4.39640 0.50241 0.44615
36 H 4.77724 2.84800 -1.34040
37 H 1.99074 -0.12304 -2.15034
38 H 0.11478 -0.81598 0.12681
39 H -1.70726 1.76736 0.19775
40 H -1.75575 0.21621 1.16317
41 H -1.19891 3.79021 4.37260
42 H -0.85222 4.55540 2.67393
43 H 0.49087 3.62086 3.50615
44 H 0.64012 -1.63052 -2.87877
45 H -0.24705 -2.29427 -1.36927
46 H -1.15640 -1.99442 -2.93053
47 H -2.80388 -0.60292 -2.70112
48 H -2.86740 0.71808 -1.31236
49 H -2.01654 -1.62644 0.13891
50 H -2.74505 -2.42977 -1.33728
51 H -4.65161 -2.35850 0.17073
52 H -4.98463 -1.07536 -1.10134
53 H -5.52052 -0.50979 1.46287
54 H -3.73644 -0.20954 1.76024
55 H -4.37694 1.86472 0.91925
56 H -5.79868 1.29676 0.26652
57 H -0.03848 0.21738 -3.72232
58 H -2.61232 0.85617 -4.33307
59 H -2.39848 2.43754 -2.67613
60 H -0.13421 3.87616 -2.76918
61 H -0.59553 2.88355 -1.30543
62 H 2.27794 -0.28657 -4.26541
63 H 3.66216 0.35116 -6.55770
64 H 3.84608 2.82929 -7.30011
65 H 1.41102 4.27131 -4.11343
66 Br 1.44917 -3.27305 5.64006
67 C 1.67211 -1.74992 4.44582
68 C 0.43290 -1.51618 3.61874
69 Br 0.28556 -2.82298 2.17792
70 H 2.56080 -1.94450 3.84506
71 H 1.86223 -0.89855 5.10164
72 H 0.48010 -0.54638 3.11967
73 H -0.48936 -1.57604 4.19720
74 Br 0.66164 -6.89360 4.99054
75 C 0.68474 -7.88994 6.66581
76 C 0.07928 -7.08668 7.78979
77 Br 1.30483 -5.70610 8.41543
78 H 1.71990 -8.17698 6.85040
79 H 0.09342 -8.78642 6.47204
80 H -0.10366 -7.71962 8.65965
81 H -0.84791 -6.58580 7.51081

Let us look at the Mulliken charges, expressed in e, one per atom: -0.9895 1.0173 -0.6802 -1.1040 -0.2246 0.4101 -0.6563 -0.4165 0.7452 -1.0497 -0.5019 1.3553 -1.5246 -1.7129 -0.3359 -0.8226 -0.3053 -0.5252 0.4519 0.4333 -0.6426 1.9652 -0.2388 -0.4397 -0.5045 -0.0622 -0.2102 -0.5026 -0.6221 -0.2889 -0.5724 -0.0644 0.3004 0.2139 0.2891 0.3002 -0.1273 -0.0285 0.3509 -0.1603 0.3446 0.2834 0.2537 0.3350 0.2995 0.4442 0.7156 0.2392 0.0443 0.4931 0.3846 0.2304 0.3561 0.1969 0.1805 0.2656 0.9735 0.2040 0.1211 0.6884 0.1817 0.2334 0.3309 0.3348 0.3130 -0.1031 -0.6614 -0.0832 -0.1685 0.3710 0.4089 -0.1932 0.4780 -0.1303 -0.5458 -0.5742 -0.1537 0.3602 0.3243 0.3481 0.3563

---

The following is a DFT calculation (wB97M-V/def2-TZVPD) of 2 unconnected molecules or ions with the total composition C24H41Br3N4O in a non-equilibrium geometry.

* 2S+1: 1
* frontier orbital gap: 0.353 hartree
* structure (SMILES): C#CCCC[C@](N)(OC[C@@H](CCCCCN)N(CC#C)[C@H](Br)[C@@H](C)Br)[C@@H](Br)CC.CC#N
* electronic energy: -243672.1685 eV
* LUMO: 0.020 Eh
* relative energy (zero: lowest compared OMol25 entry of this formula, charge and spin): 1214.42 kJ/mol

Element x y z (Å)
1 C 4.72240 0.80010 1.80214
2 C 3.54648 1.41651 2.29689
3 C 2.40466 2.31101 3.11790
4 C 1.09742 2.39517 2.07811
5 C -0.31702 2.48031 2.90384
6 C -1.63729 1.97307 2.01044
7 N -2.79246 1.92805 3.02674
8 O -1.26863 0.65326 1.47809
9 C -2.39030 -0.01981 0.80727
10 C -1.93345 -1.55788 0.32389
11 C -1.10619 -1.30828 -1.06897
12 C 0.47277 -0.91121 -0.88199
13 C 0.98639 -0.29653 -2.34750
14 C 2.16514 0.84329 -2.19206
15 C 3.64047 0.10755 -2.24176
16 N 4.50568 0.82419 -3.29347
17 N -1.19733 -2.22265 1.43846
18 C -1.91712 -2.22440 2.76176
19 C -3.51835 -2.56988 2.70681
20 C -4.91067 -2.73246 2.50991
21 C -0.49021 -3.49298 1.10905
22 Br -1.49186 -5.19170 1.50281
23 C 0.85856 -3.54521 2.10091
24 C 2.07930 -4.35437 1.33281
25 Br 1.58300 -1.66241 2.40466
26 C -2.06694 3.08559 0.88603
27 Br -2.36524 4.94323 1.67318
28 C -1.07468 3.15442 -0.42840
29 C -1.88682 3.17134 -1.86074
30 H 5.59547 0.14590 1.37440
31 H 2.15693 1.67930 4.08752
32 H 2.76790 3.40342 3.36299
33 H 1.25384 3.35824 1.43063
34 H 1.20737 1.47047 1.36944
35 H -0.50805 3.50957 3.44460
36 H -0.23460 1.67552 3.78199
37 H -2.77452 0.98116 3.51055
38 H -3.71311 1.92206 2.49434
39 H -3.37647 -0.09265 1.43236
40 H -2.60052 0.57375 -0.20460
41 H -2.94946 -2.09585 0.01704
42 H -1.59786 -0.52223 -1.80014
43 H -1.12116 -2.34075 -1.66821
44 H 0.69114 -0.09134 -0.07625
45 H 1.10192 -1.90750 -0.73411
46 H 1.44717 -1.15002 -3.04234
47 H 0.10813 0.20785 -2.95098
48 H 2.10452 1.52840 -3.14913
49 H 2.01890 1.55576 -1.26644
50 H 4.16762 0.16605 -1.18161
51 H 3.58497 -1.03654 -2.52672
52 H 5.37888 0.26492 -3.47253
53 H 4.78468 1.76715 -2.91563
54 H -1.82888 -1.15718 3.28966
55 H -1.44800 -2.98097 3.55790
56 H -6.07805 -2.90811 2.63097
57 H -0.06460 -3.61136 0.02916
58 H 0.61669 -3.95046 3.17301
59 H 1.57872 -5.25774 0.77699
60 H 2.90038 -4.65590 2.11037
61 H 2.57626 -3.60386 0.56911
62 H -3.14633 2.76369 0.49065
63 H -0.34783 2.22531 -0.45327
64 H -0.36968 4.10354 -0.28893
65 H -1.79195 4.26317 -2.28813
66 H -1.31135 2.45211 -2.61884
67 H -3.00846 2.81608 -1.74315
68 C -0.29009 -0.82065 -6.38654
69 C -1.16898 -0.08013 -5.46598
70 N -1.86339 0.50489 -4.73870
71 H -0.61242 -1.86064 -6.50476
72 H -0.27826 -0.37028 -7.38466
73 H 0.74483 -0.84151 -6.02877

Let us look at the Mulliken charges, expressed in e, one per atom: -0.7611 0.0354 -0.2104 0.5189 -0.9347 0.2733 -0.6349 0.3858 -0.8307 -0.0544 -1.2018 1.7383 -0.1909 -0.4151 -0.1411 -0.6856 0.6138 -0.2469 -0.0205 -0.7250 -0.8221 -0.0896 -0.0407 -0.9017 -0.1189 -0.8945 -0.1266 0.4319 -0.9540 0.3384 0.2783 0.3500 0.2156 -0.5233 0.2250 0.2654 0.3835 0.4006 0.3247 -0.0021 0.2334 0.3864 0.3508 -1.1746 -0.1204 0.4300 -0.5204 0.3165 0.1788 -0.0209 0.3224 0.2389 0.2403 0.0782 0.4015 0.3417 0.4370 0.4420 0.2745 0.3091 0.2440 0.5107 -0.4309 0.5125 0.3520 0.1151 0.2643 -0.8527 0.4500 -0.4088 0.2749 0.3164 0.2551